(1)
Entry from the Open Molecules 2025 dataset: a 12-piece molecular cluster, C16H56O16 overall (ωB97M-V with the def2-TZVPD basis set).

## Properties
- ΔE to the lowest compared entry with this formula, charge and spin: 0.0 kJ/mol
- Net charge: 0
- SMILES string: OCCO.OCCO.OCCO.OCCO.CO.CO.CO.CO.CO.CO.CO.CO
- Kohn-Sham gap: 9.5 eV

```
88
Properties=species:S:1:pos:R:3:mulliken_charge:R:1
C -4.096 0.025 3.108 -0.95
C -2.881 -0.621 2.514 0.24
O -1.734 0.137 2.893 -0.19
O -4.426 1.253 2.476 -0.50
H -3.907 0.174 4.184 0.39
H -4.922 -0.703 3.123 0.45
H -2.909 -0.660 1.414 0.02
H -2.798 -1.652 2.874 0.42
H -0.916 -0.270 2.525 -0.03
H -5.280 1.558 2.792 0.24
C 0.527 0.455 0.444 -0.31
C -0.190 0.079 -0.819 -0.28
O 0.580 -0.901 -1.493 0.28
O 0.497 -0.582 1.423 0.16
H 0.024 1.308 0.899 0.45
H 1.564 0.703 0.196 -0.10
H -0.251 0.972 -1.449 0.39
H -1.186 -0.293 -0.579 -0.06
H 0.162 -1.067 -2.352 -0.11
H 1.073 -1.298 1.111 -0.17
C -1.316 4.749 -1.564 0.00
C -1.003 6.202 -1.649 -0.58
O -1.138 6.793 -0.347 -0.51
O -2.709 4.582 -1.311 -0.53
H -0.711 4.298 -0.766 0.14
H -1.079 4.242 -2.508 0.27
H -1.737 6.656 -2.331 0.32
H -0.017 6.363 -2.099 0.28
H -1.484 7.681 -0.460 0.30
H -2.798 3.704 -0.906 0.43
C 3.895 0.524 -2.311 0.22
C 3.854 -0.570 -3.359 -0.11
O 5.141 -0.831 -3.915 -0.58
O 3.830 1.814 -2.940 -0.60
H 4.812 0.459 -1.717 0.42
H 3.012 0.463 -1.674 -0.41
H 3.206 -0.244 -4.166 0.31
H 3.502 -1.499 -2.889 0.04
H 5.727 -1.101 -3.202 0.32
H 4.722 2.099 -3.154 0.30
C -1.912 -3.530 -0.060 -0.20
O -2.412 -4.738 -0.636 -0.63
H -1.766 -2.769 -0.835 0.04
H -2.673 -3.185 0.639 0.16
H -0.985 -3.677 0.503 0.20
H -1.730 -5.084 -1.228 0.41
C 2.936 -2.492 -0.219 -0.30
O 2.125 -2.904 0.887 -0.51
H 2.386 -2.595 -1.154 -0.26
H 3.283 -1.458 -0.198 0.14
H 3.811 -3.145 -0.263 0.56
H 2.490 -3.728 1.211 0.29
C -0.680 -2.672 -4.345 -0.59
O -0.738 -1.266 -4.028 -0.54
H -1.236 -2.919 -5.252 0.46
H 0.353 -2.941 -4.574 0.19
H -1.058 -3.256 -3.508 0.14
H -1.441 -0.887 -4.560 0.28
C 0.935 -4.657 -1.919 -0.37
O -0.099 -5.623 -2.156 -0.56
H 1.522 -4.970 -1.047 0.39
H 1.637 -4.615 -2.756 0.42
H 0.520 -3.676 -1.711 -0.16
H 0.275 -6.350 -2.658 0.30
C -1.939 3.656 3.578 -0.43
O -2.077 2.532 4.435 -0.57
H -1.190 4.330 4.000 0.30
H -1.586 3.346 2.590 0.05
H -2.872 4.218 3.479 0.23
H -2.292 1.786 3.858 0.32
C 1.649 -1.334 4.294 -0.34
O 2.753 -1.462 5.171 -0.55
H 1.668 -2.047 3.464 0.13
H 0.710 -1.449 4.846 0.37
H 1.672 -0.345 3.850 0.05
H 2.703 -2.340 5.559 0.29
C 3.645 1.140 2.348 -0.30
O 4.400 1.137 1.119 -0.51
H 4.039 1.918 3.014 0.39
H 2.588 1.340 2.179 -0.04
H 3.818 0.187 2.837 0.15
H 4.097 1.870 0.576 0.29
C -4.147 1.570 -0.887 -0.63
O -3.248 2.142 0.053 -0.31
H -5.061 1.248 -0.375 0.29
H -4.476 2.339 -1.586 0.32
H -3.692 0.730 -1.417 0.18
H -3.344 1.623 0.864 0.02
```



(2)
Entry from the Open Molecules 2025 dataset: a 12-piece molecular cluster, C16H56O20 overall (ωB97M-V with the def2-TZVPD basis set).

## Properties
- ΔE to the lowest compared entry with this formula, charge and spin: 462.6 kJ/mol
- Net charge: 0
- SMILES string: OCCO.OCCO.OCCO.OCCO.OCCO.OCCO.OCCO.OCCO.O.O.O.O
- Kohn-Sham gap: 8.8 eV

```
92
Properties=species:S:1:pos:R:3:mulliken_charge:R:1
O -2.792 1.595 -3.162 -0.54
H -1.914 1.310 -2.963 0.22
H -3.306 0.791 -3.160 0.25
O 1.209 -1.540 -3.592 -0.79
H 0.498 -1.354 -4.218 0.33
H 1.950 -1.567 -4.199 0.16
O -0.242 -3.131 -1.918 -0.74
H 0.132 -2.462 -2.518 0.45
H -0.748 -2.670 -1.280 0.13
O 2.435 -2.778 -1.309 -0.70
H 1.964 -2.319 -2.016 0.40
H 1.729 -3.197 -0.837 0.34
C 3.761 0.373 -2.036 0.79
C 4.531 0.935 -3.193 -0.77
O 4.014 0.687 -4.508 -0.54
O 4.143 0.877 -0.800 -0.63
H 4.044 -0.635 -2.161 0.24
H 2.725 0.420 -2.207 -0.53
H 5.578 0.685 -3.150 0.36
H 4.586 2.019 -3.121 0.35
H 3.760 -0.245 -4.641 0.31
H 3.432 0.699 -0.242 0.30
C 0.668 2.670 -3.505 -0.59
C 0.006 3.274 -4.711 -0.23
O 0.778 4.370 -5.088 -0.56
O 0.363 1.302 -3.273 -0.37
H 0.476 3.264 -2.682 0.59
H 1.736 2.911 -3.428 0.31
H -1.004 3.723 -4.409 0.09
H -0.066 2.506 -5.450 0.30
H 1.658 4.151 -5.314 0.32
H 0.902 0.864 -3.904 0.19
C -1.457 -0.173 5.029 -0.53
C -1.182 0.614 3.733 0.60
O -2.478 0.965 3.250 -0.60
O -0.323 -0.364 5.865 -0.58
H -1.964 -1.137 4.800 0.26
H -2.189 0.273 5.696 0.44
H -0.774 -0.020 2.987 -1.00
H -0.481 1.396 3.854 0.64
H -2.840 0.204 2.732 0.37
H -0.791 -0.737 6.653 0.32
C -2.989 -1.633 0.717 0.73
C -3.877 -0.421 0.522 -0.79
O -4.405 -0.294 1.853 -0.62
O -2.437 -1.904 -0.497 -0.54
H -3.541 -2.535 0.986 0.32
H -2.246 -1.253 1.339 -0.58
H -4.739 -0.509 -0.134 0.48
H -3.365 0.498 0.237 0.43
H -4.982 0.508 1.757 0.33
H -3.021 -1.674 -1.244 0.27
C 0.620 -0.155 -0.100 2.99
C 0.230 1.164 0.450 -0.63
O -0.887 1.595 -0.394 0.30
O 1.812 -0.506 0.467 -0.38
H 0.979 0.057 -1.114 -1.09
H -0.076 -0.934 -0.042 -0.31
H 1.096 1.845 0.360 0.27
H -0.060 1.093 1.475 -0.28
H -0.412 1.724 -1.238 -0.25
H 2.020 -1.441 0.376 0.02
C 0.380 -3.343 1.544 1.60
C -0.626 -4.127 2.458 -0.63
O -1.919 -4.008 1.953 -0.40
O 1.709 -3.909 1.649 -0.34
H 0.423 -2.282 1.840 -1.22
H 0.070 -3.408 0.506 -0.17
H -0.646 -3.617 3.508 0.15
H -0.287 -5.182 2.578 0.51
H -2.160 -4.762 1.432 0.27
H 1.498 -4.768 1.983 0.28
C -2.960 4.470 -1.338 0.25
C -2.978 4.308 0.232 -0.63
O -3.183 3.004 0.610 -0.39
O -2.995 5.745 -1.715 -0.55
H -3.926 4.094 -1.848 0.25
H -2.147 3.916 -1.900 -0.19
H -3.747 4.961 0.654 0.28
H -2.084 4.717 0.589 0.35
H -2.340 2.588 0.568 0.12
H -3.555 5.837 -2.477 0.37
C 3.673 -2.240 3.468 -0.73
C 2.470 -1.269 3.757 0.87
O 1.867 -1.611 4.994 -0.62
O 4.236 -2.255 2.233 -0.56
H 3.245 -3.213 3.633 0.29
H 4.598 -2.129 4.094 0.36
H 1.806 -1.300 2.931 -0.57
H 2.670 -0.184 3.839 0.36
H 1.087 -1.053 5.088 0.36
H 3.603 -2.777 1.717 0.29
```



(3)
Entry from the Open Molecules 2025 dataset: a 11-piece molecular cluster, C16H58N4O11 overall (ωB97M-V with the def2-TZVPD basis set).

## Properties
- ΔE to the lowest compared entry with this formula, charge and spin: 413.2 kJ/mol
- Net charge: 0
- SMILES string: COC[C@H](C)N.COC[C@H](C)N.COC[C@H](C)N.COC[C@H](C)N.O.O.O.O.O.O.O
- Kohn-Sham gap: 9.1 eV

```
89
Properties=species:S:1:pos:R:3:mulliken_charge:R:1
C -0.664 -2.586 0.853 -1.34
C -2.058 -2.326 0.258 0.51
C -2.166 -0.830 -0.221 -0.99
O -1.302 -0.548 -1.288 -0.27
C -1.844 0.506 -2.116 -0.80
N -2.435 -3.252 -0.792 -0.71
H -0.055 -1.683 0.827 0.29
H -0.070 -3.271 0.248 0.34
H -0.673 -3.089 1.820 0.30
H -2.754 -2.511 1.077 0.35
H -2.016 -0.152 0.619 0.41
H -3.199 -0.571 -0.452 0.53
H -2.146 1.383 -1.544 0.36
H -2.658 0.167 -2.756 0.29
H -1.012 0.807 -2.754 0.24
H -3.261 -2.750 -1.086 0.21
H -1.851 -3.145 -1.609 0.25
C 7.823 -0.591 7.241 -1.47
C 7.398 -2.043 6.926 0.41
C 5.816 -2.101 7.109 -0.69
O 5.347 -3.471 6.904 -0.38
C 3.900 -3.485 6.803 -0.70
N 7.851 -2.233 5.521 -0.75
H 7.784 -0.474 8.324 0.39
H 7.083 0.141 6.914 0.34
H 8.864 -0.339 7.042 0.39
H 7.865 -2.773 7.588 0.31
H 5.216 -1.506 6.421 0.31
H 5.493 -1.713 8.075 0.42
H 3.488 -2.551 7.184 0.33
H 3.568 -4.199 7.556 0.26
H 3.602 -3.742 5.786 0.25
H 7.213 -2.992 5.329 0.29
H 7.535 -1.479 4.927 0.27
C 2.343 1.844 4.050 -1.22
C 0.970 2.278 4.572 0.50
C 0.349 1.200 5.565 -0.75
O -0.872 1.778 5.975 -0.33
C -1.823 0.858 6.581 -0.80
N 1.183 3.539 5.333 -0.78
H 2.975 1.432 4.837 0.30
H 2.873 2.715 3.664 0.33
H 2.327 1.066 3.287 0.31
H 0.142 2.357 3.867 0.33
H 1.085 1.094 6.363 0.30
H 0.198 0.228 5.096 0.40
H -2.626 1.330 7.147 0.27
H -1.383 0.227 7.353 0.32
H -2.257 0.191 5.836 0.29
H 0.273 3.638 5.761 0.29
H 1.330 4.334 4.728 0.24
C -2.120 6.019 -8.094 -1.50
C -1.117 4.991 -8.689 0.54
C -0.001 4.679 -7.685 -0.78
O 0.594 5.864 -7.203 -0.38
C 1.233 6.702 -8.205 -0.70
N -1.939 3.861 -9.025 -0.77
H -2.951 6.327 -8.729 0.36
H -1.567 6.770 -7.531 0.36
H -2.617 5.441 -7.315 0.44
H -0.685 5.365 -9.617 0.32
H 0.714 3.988 -8.132 0.32
H -0.393 4.014 -6.916 0.38
H 1.662 6.188 -9.065 0.30
H 1.944 7.296 -7.631 0.26
H 0.497 7.437 -8.531 0.27
H -2.808 4.242 -9.371 0.26
H -1.501 3.672 -9.915 0.32
O -1.800 -7.513 1.731 -0.65
H -2.226 -6.788 1.273 0.32
H -1.668 -8.178 1.055 0.32
O -4.060 -2.140 -5.041 -0.60
H -4.783 -1.942 -4.446 0.31
H -4.086 -3.091 -5.143 0.30
O -0.116 -3.024 -4.677 -0.62
H 0.271 -2.877 -5.540 0.30
H -0.719 -2.290 -4.557 0.32
O -5.632 -6.661 -3.493 -0.63
H -5.725 -5.886 -2.939 0.32
H -5.288 -6.325 -4.321 0.31
O -6.693 2.460 -2.122 -0.63
H -6.709 1.896 -2.895 0.31
H -7.601 2.745 -2.015 0.32
O -6.970 -2.739 -2.303 -0.61
H -7.701 -2.251 -2.684 0.30
H -6.867 -2.371 -1.426 0.31
O 2.562 -2.037 -1.747 -0.65
H 2.402 -2.698 -2.421 0.32
H 1.696 -1.851 -1.384 0.34
```



(4)
Entry from the Open Molecules 2025 dataset: a 13-piece molecular cluster, C16H58O16 overall (ωB97M-V with the def2-TZVPD basis set).

## Properties
- ΔE to the lowest compared entry with this formula, charge and spin: 148.4 kJ/mol
- Net charge: 0
- Kohn-Sham gap: 9.7 eV

```
90
Properties=species:S:1:pos:R:3:mulliken_charge:R:1
C -2.514 -2.265 2.221 -0.51
O -2.834 -3.574 1.944 -0.55
H -3.331 -1.598 2.497 0.49
H -1.799 -2.115 3.030 0.10
H -2.180 -1.824 1.282 0.11
H -3.780 -3.670 1.807 0.33
C 0.976 -1.515 3.630 -0.17
O 0.206 -0.525 4.253 -0.55
H 1.315 -1.124 2.670 -0.21
H 1.880 -1.832 4.151 0.44
H 0.428 -2.448 3.499 0.25
H -0.333 -0.193 3.531 0.23
C -0.035 0.225 -0.071 0.33
O 1.238 0.456 0.524 0.38
H -0.216 -0.850 -0.066 -0.58
H -0.747 0.654 0.634 0.15
H -0.176 0.621 -1.076 -0.14
H 1.716 -0.305 0.187 -0.14
C 0.886 -4.745 1.382 -0.95
O 0.168 -3.521 0.993 0.17
H 1.450 -4.535 2.292 0.31
H 0.221 -5.584 1.587 0.39
H 1.614 -5.030 0.622 0.25
H -0.755 -3.698 0.797 0.00
C 1.867 -1.200 -3.159 -0.04
O 1.718 -2.505 -3.650 -0.63
H 2.852 -1.136 -2.697 -0.16
H 1.917 -0.569 -4.046 0.40
H 1.065 -0.828 -2.521 -0.09
H 0.778 -2.685 -3.578 0.36
C -0.470 4.281 0.384 -0.29
O -1.554 4.927 -0.227 -0.53
H -0.799 3.463 1.025 -0.09
H 0.125 3.801 -0.393 0.22
H 0.178 4.921 0.983 0.40
H -1.320 5.806 -0.533 0.29
C -1.776 2.182 3.921 -0.89
O -1.871 1.109 3.042 -0.33
H -2.627 2.863 3.915 0.45
H -1.704 1.835 4.952 0.33
H -0.992 2.923 3.766 0.20
H -2.798 0.943 2.854 0.23
C 4.194 1.098 -1.548 -0.39
O 3.434 2.238 -1.902 -0.47
H 5.193 1.391 -1.224 0.43
H 3.652 0.601 -0.743 0.01
H 4.241 0.387 -2.372 0.23
H 3.707 2.934 -1.299 0.27
C 3.085 -2.754 -0.424 -0.76
O 2.402 -1.935 0.480 -0.51
H 3.774 -3.477 0.014 0.31
H 2.387 -3.272 -1.082 0.29
H 3.652 -2.058 -1.042 0.29
H 1.906 -2.470 1.104 0.12
C -3.549 1.712 -0.576 -0.25
O -4.423 0.701 -0.273 -0.54
H -2.797 1.290 -1.243 0.11
H -3.916 2.637 -1.020 0.38
H -3.024 2.054 0.316 0.00
H -4.954 0.521 -1.052 0.30
C 3.240 3.046 4.041 -0.83
C 2.130 2.409 3.268 0.49
O 2.567 2.353 1.923 -0.48
O 3.091 4.450 4.238 -0.56
H 4.178 2.890 3.508 0.31
H 3.502 2.657 5.025 0.38
H 1.198 2.943 3.451 0.03
H 2.043 1.400 3.673 0.05
H 2.051 1.731 1.404 0.39
H 3.073 4.782 3.337 0.32
C -1.348 -3.470 -2.064 0.61
C -2.797 -2.908 -2.158 -0.23
O -3.806 -3.728 -2.630 -0.60
O -0.797 -3.746 -3.302 -0.51
H -1.442 -4.272 -1.332 0.25
H -0.794 -2.698 -1.531 -0.47
H -2.960 -2.084 -2.853 0.14
H -3.123 -2.677 -1.144 0.23
H -3.715 -4.589 -2.215 0.33
H -1.335 -4.383 -3.778 0.33
C -1.025 2.295 -3.475 0.08
C -1.589 2.978 -4.728 -0.77
O -0.787 2.693 -5.818 -0.53
O -1.293 0.928 -3.478 -0.30
H -1.371 2.707 -2.527 0.07
H 0.060 2.377 -3.527 0.28
H -1.626 4.063 -4.625 0.36
H -2.628 2.771 -4.987 0.28
H -0.798 1.737 -5.904 0.32
H -0.847 0.605 -4.265 0.24
```



(5)
Entry from the Open Molecules 2025 dataset: a 15-piece molecular cluster, C16H62N14O15 overall (ωB97M-V with the def2-TZVPD basis set).

## Properties
- ΔE to the lowest compared entry with this formula, charge and spin: 66.7 kJ/mol
- Net charge: 0
- Kohn-Sham gap: 7.0 eV

```
107
Properties=species:S:1:pos:R:3:mulliken_charge:R:1
C 14.861 -14.405 -25.728 -0.95
C 15.744 -14.801 -24.527 0.44
O 16.775 -13.889 -24.559 -0.71
H 14.313 -13.516 -25.527 0.25
H 14.198 -15.186 -25.957 0.34
H 15.378 -14.168 -26.658 0.48
H 16.154 -15.802 -24.586 0.33
H 15.209 -14.744 -23.574 -0.31
H 16.966 -13.639 -23.639 0.34
C 12.429 -13.978 -23.503 0.26
O 13.461 -13.129 -23.294 0.31
N 11.575 -13.831 -24.458 0.48
N 12.270 -15.033 -22.797 3.09
H 11.905 -13.068 -25.011 1.03
H 10.932 -14.584 -24.830 -0.41
H 12.945 -15.345 -22.103 -0.58
H 11.817 -15.773 -23.350 -2.27
C 8.239 -15.696 -21.683 0.38
O 8.949 -15.856 -22.884 -0.75
N 7.112 -16.274 -21.422 -0.38
N 8.670 -14.982 -20.714 -0.55
H 6.663 -16.910 -22.105 0.32
H 6.575 -15.966 -20.650 0.16
H 9.435 -14.255 -20.833 0.32
H 8.218 -14.899 -19.779 0.24
C 11.507 -13.296 -19.926 -0.06
O 12.044 -12.031 -19.605 -0.80
N 10.909 -13.543 -21.040 0.27
N 11.754 -14.344 -19.200 -0.21
H 10.739 -12.664 -21.574 0.22
H 11.189 -14.269 -21.737 -0.40
H 11.868 -14.152 -18.178 0.42
H 11.184 -15.193 -19.329 0.25
C 10.746 -16.460 -25.655 0.48
O 11.712 -16.666 -26.663 -0.75
N 9.844 -15.471 -25.684 -0.35
N 10.797 -16.929 -24.465 -0.23
H 9.528 -14.941 -26.532 0.15
H 9.066 -15.525 -24.993 0.16
H 11.502 -17.675 -24.408 0.27
H 10.066 -16.714 -23.734 0.41
C 16.010 -12.012 -21.070 0.38
O 16.865 -12.345 -22.102 -0.82
N 14.739 -12.166 -21.051 0.79
N 16.365 -11.517 -19.974 -0.20
H 14.263 -12.469 -21.882 -1.09
H 14.093 -11.824 -20.316 0.54
H 17.335 -11.314 -19.842 0.31
H 15.723 -11.481 -19.160 0.19
C 16.102 -10.667 -25.643 0.57
O 16.180 -9.358 -26.049 -0.83
N 15.367 -11.067 -24.629 0.11
N 16.797 -11.594 -26.259 -0.22
H 14.891 -10.378 -24.009 0.16
H 15.327 -12.046 -24.348 -0.31
H 17.350 -11.300 -27.017 0.20
H 16.864 -12.569 -25.923 0.27
C 15.219 -14.874 -18.474 0.79
O 16.494 -14.463 -18.355 -0.74
N 14.673 -15.873 -17.792 -0.41
N 14.433 -14.355 -19.317 -0.01
H 15.344 -16.537 -17.317 0.30
H 13.758 -16.305 -17.927 0.20
H 14.732 -13.491 -19.873 0.03
H 13.427 -14.573 -19.245 -0.03
C 14.719 -17.496 -20.887 -0.87
O 14.138 -16.224 -21.254 -0.37
H 14.490 -17.604 -19.808 0.35
H 15.776 -17.519 -21.117 0.21
H 14.227 -18.276 -21.517 0.18
H 14.355 -15.537 -20.572 0.14
C 12.667 -10.008 -22.494 0.05
O 14.007 -9.520 -22.733 -0.72
H 11.990 -9.213 -22.159 0.48
H 12.658 -10.814 -21.843 -0.27
H 12.232 -10.473 -23.367 0.03
H 14.427 -9.378 -21.923 0.28
C 9.969 -13.080 -27.505 -0.37
O 8.883 -13.969 -27.853 -0.63
H 10.878 -13.305 -28.017 0.38
H 10.095 -12.921 -26.478 -0.20
H 9.693 -12.020 -27.700 0.39
H 8.140 -13.700 -27.372 0.31
C 8.697 -12.500 -23.920 -0.44
O 10.003 -12.120 -23.473 -0.75
H 7.930 -11.790 -23.874 0.39
H 8.453 -13.342 -23.304 -0.08
H 8.915 -12.802 -24.917 0.03
H 10.550 -12.880 -23.809 0.62
C 13.003 -11.271 -27.213 -0.86
O 12.754 -11.607 -25.829 -0.62
H 12.128 -11.270 -27.868 0.34
H 13.738 -12.022 -27.705 0.24
H 13.426 -10.277 -27.426 0.37
H 13.563 -11.398 -25.345 -0.02
C 11.170 -17.699 -20.857 -0.44
O 10.594 -16.841 -19.866 -0.71
H 10.561 -18.587 -21.075 0.37
H 12.132 -18.048 -20.674 0.48
H 11.165 -17.283 -21.855 -0.25
H 9.904 -16.335 -20.300 0.30
C 13.876 -17.719 -24.396 -1.06
O 12.779 -18.631 -24.152 -0.67
H 14.761 -18.302 -24.180 0.57
H 13.764 -16.852 -23.783 0.12
H 13.824 -17.419 -25.390 0.53
H 12.994 -19.376 -23.589 0.30
```